ORCA calculation (the ωB97M-V functional and the def2-TZVPD basis) on 2 unconnected molecules or ions with the total composition C9H14O at a distorted geometry.

Each atom is followed by the atoms it is bonded to, with distances in Å.
Element x y z (Å)
1 H -3.49 -1.70 0.38  C14 1.099
2 H 2.04 -0.20 -0.44  C9 1.081
3 C 3.26 -1.33 0.78  H5 1.104, C9 1.530, H13 1.088, H18 1.087
4 H -3.16 1.07 -1.54  C8 1.084
5 H 2.54 -1.51 1.59  C3 1.104
6 C -0.88 -0.12 0.68  C11 1.385, C16 1.370, H19 1.102
7 H 0.76 1.01 1.51  C11 1.082
8 C -2.30 0.89 -0.91  H4 1.084, C10 1.396, C16 1.405
9 C 2.56 -1.14 -0.57  H2 1.081, C3 1.530, H23 1.096, H24 1.092
10 C -1.52 2.04 -0.76  C8 1.396, C15 1.410, H17 1.088
11 C -0.09 1.01 0.84  C6 1.385, H7 1.082, C15 1.388
12 H -0.37 4.04 0.07  O22 0.956
13 H 3.72 -0.40 1.10  C3 1.088
14 C -2.65 -1.56 -0.31  H1 1.099, C16 1.496, H20 1.081, H21 1.092
15 C -0.40 2.14 0.10  C10 1.410, C11 1.388, O22 1.353
16 C -1.93 -0.25 -0.20  C6 1.370, C8 1.405, C14 1.496
17 H -1.86 2.93 -1.28  C10 1.088
18 H 4.03 -2.09 0.90  C3 1.087
19 H -0.49 -0.92 1.32  C6 1.102
20 H -2.04 -2.44 -0.16  C14 1.081
21 H -3.09 -1.62 -1.31  C14 1.092
22 O 0.19 3.33 0.37  H12 0.956, C15 1.353
23 H 3.23 -1.14 -1.43  C9 1.096
24 H 1.94 -2.02 -0.73  C9 1.092

Calculated values
**M**: 138.210 g mol⁻¹
**Kohn-Sham gap**: 0.341 hartree
**ΔE to the lowest compared entry with this formula, charge and spin**: 62.1 kJ/mol
**Total energy**: -426.5491 hartree
**E_LUMO**: 0.9 eV

Atomic partial charges in e from the natural (NBO) method, atoms 1 to 2: atom 1 (H): 0.217, atom 2 (H): 0.217